The following is a quantum chemistry calculation of an isolated molecule of C5H10N2S in a non-equilibrium geometry, from the Open Molecules 2025 dataset.

- HOMO: -8.9 eV
- Orbital gap: 9.65 eV
- LUMO energy: 0.80 eV
- Energy: -19162.309 eV
- Energy relative to the best compared isomer or geometry (same formula, charge and spin): 57.6 kJ/mol

Each atom is followed by the atoms it is bonded to, with distances in Å.
Geometry (Å):
1 C -1.805 1.381 0.565  C2 1.562, H6 1.103, H7 1.092, H8 1.095
2 C -1.425 0.339 -0.535  C1 1.562, C3 1.509, H9 1.102, S18 1.829
3 C 0.046 0.022 -0.426  C2 1.509, N16 1.262, N17 1.424
4 C 2.271 0.117 -0.523  C5 1.550, H11 1.107, H12 1.130, N16 1.508
5 C 1.865 -1.155 0.263  C4 1.550, H13 1.107, H14 1.099, N17 1.419
6 H -1.571 1.031 1.585  C1 1.103
7 H -1.220 2.296 0.449  C1 1.092
8 H -2.866 1.641 0.515  C1 1.095
9 H -1.478 0.838 -1.515  C2 1.102
10 H -2.778 -1.042 0.787  S18 1.369
11 H 2.967 0.053 -1.381  C4 1.107
12 H 2.654 0.967 0.116  C4 1.130
13 H 2.063 -1.986 -0.442  C5 1.107
14 H 2.492 -1.307 1.152  C5 1.099
15 H -0.126 -1.772 0.467  N17 1.028
16 N 0.956 0.643 -1.041  C3 1.262, C4 1.508
17 N 0.485 -0.946 0.521  C3 1.424, C5 1.419, H15 1.028
18 S -2.531 -1.117 -0.557  C2 1.829, H10 1.369